# 1
DFT (the ωB97M-V functional and the def2-TZVPD basis) results for a 7-piece molecular cluster, C28H72IN6O6P overall.

Element x y z (Å)
H -3.97694 2.30691 0.83696
N -3.18145 2.22335 0.21123
C -3.44105 1.45499 -0.76919
N -2.51740 1.29666 -1.79592
N -4.68474 0.75323 -0.97040
C -4.91580 -0.40591 -0.09663
C -4.39003 -1.74078 -0.67617
C -3.44726 -2.59240 0.19707
C -3.77174 -2.68850 1.70592
P -2.81728 -1.49774 2.77191
I -2.82737 -2.83656 4.82579
C -1.10209 -1.83497 2.19567
C -0.68775 -0.77501 1.15344
C 0.69077 -1.04320 0.53733
C 0.77116 -2.32103 -0.30304
N -0.16945 -2.31747 -1.43559
C 0.31804 -2.74989 -2.69208
N -0.60591 -2.49229 -3.71895
N 1.50014 -3.18499 -2.84550
H 1.72226 -3.30270 -3.83181
H -1.66423 1.79280 -1.56367
H -2.28552 0.33655 -2.01309
H -5.43718 1.42077 -0.88109
H -4.51270 -0.22373 0.91185
H -6.00276 -0.48299 0.01810
H -5.24929 -2.36028 -0.96624
H -3.87570 -1.50091 -1.61957
H -2.42128 -2.24432 0.07166
H -3.46342 -3.61633 -0.20299
H -3.59188 -3.70934 2.05484
H -4.83562 -2.47277 1.88897
H -0.98827 -2.86103 1.82388
H -0.45712 -1.74584 3.07917
H -0.70878 0.21277 1.62841
H -1.41773 -0.71510 0.33948
H 1.44464 -1.11432 1.33516
H 0.96380 -0.18656 -0.09740
H 1.78202 -2.42398 -0.70070
H 0.57788 -3.17800 0.35021
H -0.99746 -2.85304 -1.20149
H -0.55011 -3.17582 -4.46279
H -1.56310 -2.42661 -3.40221
C 1.62756 -6.50177 3.43701
C 0.61887 -5.68622 2.64897
C -0.63248 -6.48231 2.31649
O 1.21380 -5.15811 1.46064
H 1.95997 -7.36681 2.85635
H 2.50659 -5.90226 3.66842
H 1.20070 -6.86597 4.37224
H 0.33708 -4.80031 3.22378
H -0.37317 -7.34930 1.70174
H -1.34218 -5.86906 1.75912
H -1.12203 -6.84286 3.22195
H 1.49424 -5.89529 0.90762
C 1.26842 2.07477 -3.85417
C 2.21563 0.99648 -4.35200
C 2.02343 0.72323 -5.83614
O 2.07788 -0.20402 -3.59628
H 0.23184 1.74685 -3.98688
H 1.43077 2.26104 -2.79144
H 1.40938 3.01252 -4.39196
H 3.24732 1.30920 -4.17400
H 1.00484 0.36806 -6.01911
H 2.71981 -0.04273 -6.17815
H 2.17701 1.62703 -6.42755
H 1.17911 -0.53274 -3.71945
C 7.28122 -6.94168 3.79748
C 5.92568 -7.41725 3.30164
C 5.69067 -7.04959 1.84541
O 4.87434 -6.91577 4.12619
H 7.34445 -5.85183 3.72763
H 7.42878 -7.22630 4.83883
H 8.09043 -7.36491 3.20116
H 5.85974 -8.50143 3.41607
H 5.70797 -5.96283 1.72318
H 4.71859 -7.41239 1.51177
H 6.46108 -7.47439 1.20058
H 4.89291 -5.95437 4.06610
C -8.51883 -2.49794 5.56364
C -7.11331 -1.92382 5.48017
C -6.29763 -2.22473 6.72533
O -7.15234 -0.52253 5.21417
H -9.05593 -2.05319 6.40655
H -9.07598 -2.28168 4.65233
H -8.49580 -3.57849 5.71134
H -6.60204 -2.34594 4.61128
H -6.76605 -1.77793 7.60775
H -5.29404 -1.81488 6.62447
H -6.21920 -3.30024 6.89084
H -7.58794 -0.09310 5.95781
C 2.17576 7.68182 -4.00077
C 2.09382 6.26666 -3.45824
C 3.17277 5.99085 -2.42328
O 2.15279 5.30409 -4.51317
H 3.13934 7.84426 -4.49238
H 1.38714 7.85621 -4.73294
H 2.08533 8.42473 -3.20978
H 1.11256 6.10524 -3.00661
H 4.16251 6.10591 -2.87513
H 3.08708 4.97373 -2.04107
H 3.10258 6.68694 -1.58650
H 3.00374 5.40256 -4.95323
C 1.97406 12.91504 -3.23615
C 2.96742 11.90364 -2.68829
C 4.28651 12.55191 -2.30153
O 3.17453 10.83892 -3.61573
H 2.37578 13.38382 -4.13925
H 1.03460 12.42720 -3.49412
H 1.77086 13.70254 -2.50945
H 2.53649 11.41313 -1.81256
H 4.75015 13.01115 -3.17953
H 4.97531 11.80852 -1.90144
H 4.13904 13.33060 -1.55225
H 3.55636 11.21469 -4.41605

Summary:
SMILES: [H]/N=C(/N)NCCCCP(I)CCCCN/C(N)=N/[H].CC(C)O.CC(C)O.CC(C)O.CC(C)O.CC(C)O.CC(C)O
Calculated total energy (eV): -68819.496
Strongest force on any atom (eV/A): 0.6

Results of the Mulliken charge analysis, in e, for atoms 1 through 99:
1. H 0.268
2. N -0.711
3. C 0.243
4. N -0.421
5. N -0.402
6. C -0.234
7. C -1.223
8. C 1.499
9. C -1.263
10. P 0.028
11. I -0.223
12. C -0.316
13. C 0.008
14. C -1.115
15. C -0.557
16. N 0.230
17. C -0.017
18. N -0.375
19. N -0.633
20. H 0.278
21. H 0.327
22. H 0.127
23. H 0.350
24. H 0.191
25. H 0.328
26. H 0.419
27. H 0.314
28. H -1.577
29. H 0.522
30. H 0.701
31. H 0.423
32. H -0.020
33. H 0.642
34. H 0.578
35. H -0.317
36. H 0.420
37. H 0.306
38. H 0.624
39. H -0.012
40. H 0.155
41. H 0.261
42. H 0.184
43. C -1.384
44. C 0.769
45. C -1.267
46. O -0.472
47. H 0.301
48. H 0.246
49. H 0.401
50. H 0.125
51. H 0.368
52. H 0.218
53. H 0.382
54. H 0.292
55. C -1.017
56. C 0.428
57. C -1.368
58. O -0.416
59. H 0.305
60. H 0.250
61. H 0.272
62. H 0.315
63. H 0.320
64. H 0.336
65. H 0.392
66. H 0.220
67. C -1.282
68. C 0.370
69. C -1.195
70. O -0.511
71. H 0.342
72. H 0.314
73. H 0.383
74. H 0.251
75. H 0.328
76. H 0.256
77. H 0.395
78. H 0.346
79. C -1.358
80. C 0.718
81. C -1.241
82. O -0.547
83. H 0.343
84. H 0.332
85. H 0.361
86. H 0.059
87. H 0.382
88. H 0.265
89. H 0.336
90. H 0.336
91. C -1.272
92. C 0.475
93. C -1.303
94. O -0.497
95. H 0.325
96. H 0.349
97. H 0.311
98. H 0.241
99. H 0.350



# 2
DFT (the ωB97M-V functional and the def2-TZVPD basis) results for a 6-piece molecular cluster, C28H72N4O10 overall in a non-equilibrium geometry.

Element x y z (Å)
C -7.94788 -3.80645 3.32129
O -9.01043 -3.00929 2.82168
C -9.12079 -2.97863 1.39078
C -9.07935 -1.54548 0.89506
N -7.82831 -0.84383 0.60504
C -7.00784 -1.65374 -0.38552
C -5.71070 -0.96166 -0.75020
O -4.83553 -1.01211 0.35259
C -3.59024 -0.39976 0.31599
H -7.90496 -3.64494 4.39841
H -6.95045 -3.72837 2.88869
H -8.15639 -4.87405 3.25167
H -10.08473 -3.37808 1.07558
H -8.35332 -3.51444 0.83222
H -9.68297 -0.82877 1.45188
H -9.57474 -1.57552 -0.07540
H -7.27490 -0.60195 1.41457
H -7.57775 -1.81033 -1.30137
H -6.61109 -2.53222 0.12335
H -5.79324 0.08628 -1.03850
H -5.25945 -1.52948 -1.56386
H -2.89747 -0.78407 1.06462
H -3.64802 0.62312 0.68812
H -3.04536 -0.44993 -0.62672
C 4.71055 0.04623 -2.58009
O 5.61704 -0.62176 -3.45072
C 5.44345 -0.25934 -4.87679
C 6.38914 -1.05871 -5.69097
N 6.79641 -0.30565 -6.85561
C 7.64374 -1.12409 -7.71732
C 9.10761 -1.02495 -7.37776
O 9.88477 -1.27806 -8.63195
C 11.24649 -1.44866 -8.18395
H 4.63136 1.13326 -2.59358
H 5.07702 -0.05808 -1.55886
H 3.71417 -0.38403 -2.68104
H 5.32150 0.81625 -5.00466
H 4.43161 -0.51630 -5.19025
H 6.02703 -2.01580 -6.06638
H 7.22640 -1.18550 -5.00466
H 6.00346 -0.02288 -7.41362
H 7.60719 -0.64062 -8.69356
H 7.27777 -2.12733 -7.93564
H 9.44148 -1.65036 -6.54980
H 9.41698 -0.08416 -6.92245
H 11.75971 -1.52147 -9.14281
H 11.43956 -2.32429 -7.56420
H 11.64324 -0.53454 -7.74230
C 1.17676 -3.48292 -3.59067
O 1.09706 -3.92307 -2.30857
C -0.09138 -3.65930 -1.67426
C -0.07425 -3.92011 -0.07943
N -1.46012 -3.85786 0.42411
C -1.59886 -4.46342 1.77265
C -0.72810 -3.75663 2.86147
O -0.93822 -4.53583 4.08142
C -0.03154 -5.64086 4.24230
H 0.97268 -2.41400 -3.65292
H 0.38544 -3.85138 -4.24346
H 2.16748 -3.69240 -3.99400
H -0.97668 -4.22295 -1.96864
H -0.46304 -2.63675 -1.74035
H 0.52447 -3.12074 0.35719
H 0.46416 -4.84480 0.12833
H -2.17580 -4.10149 -0.24562
H -1.39770 -5.53470 1.76994
H -2.65492 -4.39224 2.03298
H -1.02286 -2.70899 2.92204
H 0.32085 -3.68132 2.57487
H 1.00244 -5.36110 4.04048
H -0.27597 -6.41474 3.51466
H -0.03891 -5.99948 5.27159
C -4.64797 8.14946 3.68299
O -4.14726 7.06000 4.32148
C -3.55316 7.32897 5.59367
C -2.69699 6.17710 5.96276
N -1.42866 6.12869 5.24886
C -0.70664 4.89141 5.36477
C -1.36748 3.70657 4.68803
O -1.01781 3.64776 3.27811
C -1.73285 2.61895 2.63532
H -5.32790 7.84172 2.88857
H -3.79353 8.72944 3.33422
H -5.30761 8.78175 4.27727
H -4.31139 7.41255 6.37225
H -3.07929 8.30033 5.73511
H -3.30488 5.28117 5.83670
H -2.47816 6.25137 7.02798
H -1.59844 6.18309 4.25472
H -0.57556 4.52840 6.38415
H 0.25973 4.90782 4.86083
H -2.44772 3.79631 4.80254
H -1.17969 2.74631 5.16838
H -1.46867 2.53224 1.58138
H -2.81167 2.76703 2.58740
H -1.65914 1.63708 3.10285
C 5.12381 3.01755 -0.55978
C 5.18742 4.15192 0.48956
O 4.66158 5.28592 -0.13461
H 5.89640 2.28286 -0.33299
H 5.39371 3.29996 -1.57737
H 4.23438 2.41204 -0.38540
H 6.17523 4.40030 0.87767
H 4.64098 3.82974 1.37595
H 5.40586 5.86200 -0.32380
C 1.77846 0.22896 -0.02611
C 0.73058 -0.46699 0.83700
O -0.47546 -0.76007 0.03292
H 1.26977 1.07537 -0.48759
H 2.20928 -0.51511 -0.69607
H 2.49614 0.54065 0.73275
H 0.42320 0.23756 1.60981
H 0.91108 -1.45714 1.25550
H -0.77444 -1.66947 0.10512

Summary:
SMILES: COCCNCCOC.COCCNCCOC.COCCNCCOC.COCCNCCOC.CCO.CCO
Calculated total energy (eV): -56629.059
Strongest force on any atom (eV/A): 3.5

Results of the Mulliken charge analysis, in e, for atoms 1 through 99:
1. C -0.687
2. O -0.340
3. C -0.358
4. C -0.907
5. N -0.354
6. C -0.330
7. C -0.709
8. O -0.277
9. C -0.743
10. H 0.277
11. H 0.245
12. H 0.323
13. H 0.358
14. H 0.322
15. H 0.420
16. H 0.413
17. H 0.278
18. H 0.389
19. H 0.154
20. H 0.426
21. H 0.339
22. H 0.066
23. H 0.304
24. H 0.379
25. C -0.647
26. O -0.356
27. C -0.669
28. C -0.391
29. N -0.384
30. C -0.650
31. C -0.516
32. O -0.340
33. C -0.747
34. H 0.265
35. H 0.341
36. H 0.202
37. H 0.421
38. H 0.313
39. H 0.359
40. H 0.235
41. H 0.254
42. H 0.394
43. H 0.325
44. H 0.328
45. H 0.371
46. H 0.270
47. H 0.303
48. H 0.312
49. C -0.737
50. O -0.328
51. C -0.390
52. C -0.642
53. N 0.028
54. C -0.759
55. C -0.145
56. O -0.412
57. C -0.672
58. H 0.304
59. H 0.323
60. H 0.265
61. H 0.330
62. H 0.318
63. H -0.072
64. H 0.437
65. H 0.203
66. H 0.327
67. H 0.338
68. H 0.139
69. H 0.318
70. H 0.284
71. H 0.273
72. H 0.276
73. C -0.797
74. O -0.271
75. C -0.788
76. C -0.345
77. N -0.373
78. C -0.885
79. C -0.442
80. O -0.370
81. C -0.936
82. H 0.241
83. H 0.328
84. H 0.309
85. H 0.397
86. H 0.423
87. H 0.260
88. H 0.334
89. H 0.287
90. H 0.414
91. H 0.327
92. H 0.303
93. H 0.472
94. H 0.336
95. H 0.410
96. H 0.365
97. C -0.536
98. C -0.457
99. O -0.519



In eV, the frontier orbital gap values for the records above are, in order, 9.00, 9.22.